ORCA calculation (the ωB97M-V functional and the def2-TZVPD basis) on C20H52N4O9Sr2 as an isolated structure in a non-equilibrium geometry.

```
! RIJCOSX wB97M-V def2-TZVPD def2/J DEFGRID3
* xyz 2 1
Sr 4.71 -0.48 0.41
Sr 2.26 6.33 -4.63
C 0.92 3.12 -0.65
O 0.15 3.95 -1.06
O 0.71 2.14 0.03
O 2.07 3.17 -1.12
C 8.96 0.75 0.42
O 7.89 1.00 1.33
C 8.22 2.13 2.15
C 7.20 2.33 3.32
N 6.93 1.03 3.96
C 5.92 0.97 5.01
C 6.01 -0.17 6.01
O 6.05 -1.47 5.34
C 6.37 -2.51 6.31
H 9.80 0.33 0.97
H 9.31 1.70 0.04
H 8.74 0.20 -0.50
H 8.44 3.04 1.58
H 9.19 2.04 2.64
H 6.26 2.75 2.96
H 7.52 3.10 4.02
H 7.73 0.88 4.56
H 4.95 0.99 4.52
H 5.98 1.91 5.57
H 5.13 -0.10 6.65
H 6.85 0.02 6.69
H 5.62 -2.64 7.08
H 7.36 -2.34 6.71
H 6.41 -3.44 5.73
C -6.09 5.97 0.86
O -5.50 6.25 -0.42
H -5.83 4.93 1.07
H -5.67 6.65 1.60
H -7.17 6.06 0.88
H -4.62 5.85 -0.44
C -0.28 -5.98 2.64
C 0.38 -4.81 3.38
C -0.16 -4.64 4.80
O 0.36 -5.55 5.79
C -0.14 -5.13 7.02
N 1.86 -4.81 3.22
H 0.27 -6.11 1.71
H -1.30 -5.67 2.39
H -0.44 -6.94 3.14
H -0.07 -3.92 2.95
H -1.25 -4.59 4.82
H 0.17 -3.65 5.12
H 0.22 -4.16 7.37
H 0.20 -5.84 7.78
H -1.22 -5.25 7.09
H 2.13 -5.12 4.14
H 1.99 -5.69 2.73
C -3.40 3.90 -8.10
C -2.35 2.93 -8.69
C -2.91 2.01 -9.82
O -4.17 1.38 -9.44
C -4.59 0.43 -10.36
N -1.16 3.68 -8.96
H -4.21 3.39 -7.59
H -3.90 4.60 -8.77
H -2.90 4.57 -7.40
H -2.09 2.27 -7.86
H -2.24 1.21 -10.15
H -3.09 2.58 -10.73
H -4.29 -0.55 -9.98
H -4.20 0.54 -11.37
H -5.68 0.38 -10.41
H -1.33 4.30 -9.74
H -0.50 3.13 -9.48
C -7.09 -0.90 1.12
C -5.64 -1.18 0.71
C -5.42 -1.02 -0.82
O -6.19 -2.00 -1.54
C -5.77 -2.12 -2.88
N -4.75 -0.29 1.45
H -7.75 -1.66 0.71
H -7.35 0.11 0.81
H -7.19 -0.98 2.21
H -5.36 -2.19 1.03
H -4.35 -1.09 -1.02
H -5.59 -0.03 -1.25
H -4.93 -2.81 -2.81
H -5.36 -1.19 -3.27
H -6.62 -2.43 -3.49
H -3.94 -0.16 0.87
H -5.20 0.61 1.34
*
```

The energy above the lowest of the compared OMol25 structures with the same formula, charge and spin is 1585.68 kJ/mol. For the calculated total energy, the calculation gives -1749.8353 Ha.

Just the Löwdin charges please, in e? Sure, here they are:
1. Sr 1.6148
2. Sr 1.1741
3. C -1.0979
4. O 0.0953
5. O 0.0992
6. O 0.0395
7. C -0.1047
8. O -0.2536
9. C -0.2052
10. C -0.1844
11. N -0.0731
12. C -0.2297
13. C -0.2023
14. O -0.2064
15. C -0.0815
16. H 0.1024
17. H 0.0865
18. H 0.0831
19. H 0.1223
20. H 0.1230
21. H 0.1086
22. H 0.1227
23. H 0.1125
24. H 0.1084
25. H 0.1203
26. H 0.1255
27. H 0.1229
28. H 0.0899
29. H 0.0879
30. H 0.0843
31. C -0.1506
32. O -0.1362
33. H 0.0710
34. H 0.0727
35. H 0.0790
36. H 0.0640
37. C -0.0649
38. C -0.4311
39. C -0.1996
40. O -0.1745
41. C -0.1431
42. N 0.0418
43. H 0.0712
44. H 0.0792
45. H 0.0874
46. H 0.1200
47. H 0.1307
48. H 0.1150
49. H 0.0905
50. H 0.0901
51. H 0.0936
52. H 0.0565
53. H 0.0470
54. C -0.0627
55. C -0.4368
56. C -0.1652
57. O -0.1929
58. C -0.1325
59. N 0.0147
60. H 0.0759
61. H 0.0772
62. H 0.0625
63. H 0.1300
64. H 0.1153
65. H 0.1200
66. H 0.0854
67. H 0.0869
68. H 0.0901
69. H 0.0722
70. H 0.0656
71. C -0.0600
72. C -0.4344
73. C -0.2008
74. O -0.1925
75. C -0.1119
76. N 0.0295
77. H 0.0801
78. H 0.0811
79. H 0.0784
80. H 0.1336
81. H 0.1050
82. H 0.1222
83. H 0.0868
84. H 0.0778
85. H 0.0930
86. H 0.0525
87. H 0.0596

ORCA calculation (the ωB97M-V functional and the def2-TZVPD basis) on C20H53GaN7O4P2 as an isolated structure in a non-equilibrium geometry.

```
! RIJCOSX wB97M-V def2-TZVPD def2/J DEFGRID3
* xyz -1 1
C -1.77 -1.87 0.60
C -1.15 -0.49 0.62
C -1.25 0.35 2.03
Ga -2.20 2.18 1.90
C -0.86 3.60 2.70
C 0.24 3.96 1.50
C 1.28 2.71 1.18
O 2.06 2.12 2.12
O 1.47 2.17 -0.21
N -2.62 2.77 0.10
C -3.95 2.19 -0.40
C -3.70 0.80 -1.27
H -2.88 -2.08 0.26
H -1.06 -2.74 0.99
H -0.58 -0.05 -0.31
H -1.78 -0.27 2.87
H -0.13 0.52 2.41
H -3.51 2.16 2.81
H -1.49 4.56 2.93
H -0.35 3.20 3.68
H -0.39 4.12 0.51
H 0.82 4.96 1.73
H 2.25 1.52 -0.20
H -2.82 3.81 0.17
H -4.45 2.98 -1.14
H -4.72 2.03 0.49
H -2.54 0.68 -1.50
H -4.32 0.93 -2.28
H -4.15 -0.15 -0.71
O -2.71 -4.63 1.47
P -3.40 -5.54 2.53
N -1.96 -5.73 3.38
C -0.97 -6.78 3.39
C -1.55 -4.61 4.23
N -3.67 -6.78 1.36
C -3.05 -8.09 1.32
C -3.85 -6.33 -0.03
N -4.18 -6.58 3.74
C -3.63 -7.35 4.83
C -5.54 -7.04 3.40
H -0.86 -7.19 4.40
H 0.01 -6.42 3.07
H -1.20 -7.63 2.76
H -2.20 -4.55 5.11
H -1.62 -3.66 3.69
H -0.52 -4.70 4.58
H -2.03 -8.04 0.92
H -3.61 -8.77 0.67
H -3.04 -8.58 2.29
H -2.90 -6.12 -0.51
H -4.48 -5.43 -0.08
H -4.37 -7.09 -0.63
H -3.11 -8.24 4.49
H -4.41 -7.68 5.53
H -2.96 -6.75 5.46
H -5.51 -7.98 2.84
H -6.06 -6.28 2.81
H -6.15 -7.20 4.30
O 2.79 6.54 -3.98
P 3.58 5.21 -4.07
N 3.69 5.09 -2.39
C 4.74 5.44 -1.46
C 2.49 4.63 -1.69
N 4.93 5.99 -4.79
C 6.24 6.20 -4.20
C 4.63 7.19 -5.60
N 4.49 3.68 -4.17
C 5.14 2.89 -3.14
C 4.97 3.31 -5.50
H 5.04 4.56 -0.88
H 4.42 6.21 -0.75
H 5.65 5.81 -1.92
H 2.34 3.57 -1.86
H 1.60 5.17 -2.04
H 2.55 4.79 -0.60
H 6.24 7.02 -3.48
H 6.98 6.45 -4.97
H 6.63 5.29 -3.73
H 4.48 8.07 -4.98
H 3.74 7.03 -6.22
H 5.44 7.41 -6.30
H 6.07 3.35 -2.80
H 5.40 1.89 -3.51
H 4.49 2.70 -2.29
H 5.96 3.73 -5.70
H 4.28 3.67 -6.28
H 5.04 2.23 -5.63
*
```

For the calculated total energy, the calculation gives -4085.0388 Ha.

Just the Löwdin charges please, in e? Sure, here they are:
1. C -0.1476
2. C -0.2296
3. C -0.2670
4. Ga 0.3086
5. C -0.2853
6. C -0.1910
7. C -0.2549
8. O -0.0931
9. O -0.0622
10. N -0.1984
11. C -0.3961
12. C -0.1474
13. H 0.0250
14. H 0.0304
15. H 0.0812
16. H 0.0446
17. H 0.0475
18. H -0.0638
19. H 0.0442
20. H 0.0549
21. H 0.0949
22. H 0.1106
23. H 0.1252
24. H 0.0304
25. H 0.0939
26. H 0.0774
27. H 0.0703
28. H 0.0600
29. H 0.0650
30. O -0.2940
31. P 0.7791
32. N -0.3644
33. C -0.1348
34. C -0.1204
35. N -0.3258
36. C -0.1492
37. C -0.1442
38. N -0.3033
39. C -0.1273
40. C -0.1511
41. H 0.0727
42. H 0.0853
43. H 0.0425
44. H 0.0660
45. H 0.0695
46. H 0.0829
47. H 0.0826
48. H 0.0786
49. H 0.0612
50. H 0.0804
51. H 0.0750
52. H 0.0730
53. H 0.0745
54. H 0.0789
55. H 0.0745
56. H 0.0746
57. H 0.0754
58. H 0.0709
59. O -0.2982
60. P 0.7659
61. N -0.3639
62. C -0.1288
63. C -0.1180
64. N -0.3263
65. C -0.1473
66. C -0.1521
67. N -0.2983
68. C -0.1179
69. C -0.1501
70. H 0.0786
71. H 0.0860
72. H 0.0420
73. H 0.0578
74. H 0.0783
75. H 0.0791
76. H 0.0827
77. H 0.0790
78. H 0.0630
79. H 0.0765
80. H 0.0710
81. H 0.0730
82. H 0.0770
83. H 0.0818
84. H 0.0770
85. H 0.0748
86. H 0.0739
87. H 0.0729

Number 1: LUMO energy -8.067 eV, molecular weight 667.9 Da. Number 2: LUMO energy 0.715 eV, molecular weight 587.4 Da.